ORCA calculation (ωB97M-V/def2-TZVPD) on a 3-piece molecular cluster, C4H12NS overall at a distorted geometry.

Computed properties:
HOMO-LUMO gap = 4.503 eV
LUMO = -8.50 eV
DFT total energy = -612.1079 Ha
Net charge = +1
Energy above the lowest of the compared OMol25 structures with the same formula, charge and spin = 5.355 eV

Cartesian coordinates (Å):
C (-2.51736, 0.06911, -1.43510)
C (-2.38231, 0.27005, 0.04169)
C (-3.33186, 0.76427, 0.82013)
C (0.89217, 0.09728, 0.13637)
S (0.49052, -1.29886, -0.68441)
N (4.99114, -0.14148, 1.09671)
H (-2.41595, -0.97413, -1.74474)
H (-1.73150, 0.57690, -2.00800)
H (-3.47308, 0.44818, -1.78754)
H (-1.43614, -0.00292, 0.49346)
H (-3.15165, 0.88608, 1.87851)
H (-4.30524, 1.02125, 0.41966)
H (0.87244, 0.88059, -0.62310)
H (1.90906, 0.00833, 0.53733)
H (0.36291, -2.09820, 0.40546)
H (5.53936, -0.98440, 1.03668)
H (4.13164, -0.17275, 0.58038)
H (5.55586, 0.65070, 0.83650)

Force components x, y, z for each atom (eV/Å):
C 0.3924 -0.1310 -0.2532
C -0.0885 0.0808 -0.3151
C 0.0734 -0.1078 0.1391
C 2.2749 -1.6066 -4.1225
S -1.4975 0.7403 1.2201
N 0.0573 0.2068 0.7220
H -0.2721 -0.0946 0.1737
H -0.0501 0.2557 0.1138
H -0.0352 -0.0427 -0.0548
H -0.2048 0.0735 0.2586
H -0.1602 0.0910 0.0520
H 0.0236 0.0631 0.0904
H -0.5590 0.6646 0.5885
H -0.8691 0.3951 2.3614
H 0.9314 -0.3710 -0.1910
H -0.1818 -0.1262 -0.2190
H 0.2269 -0.1717 -0.4107
H -0.0616 0.0805 -0.1533